# 1
Below is a cluster of 2 separate species, C9H12BO5 in total at a distorted geometry, with properties calculated with ωB97M-V/def2-TZVPD.

Output
- highest occupied orbital energy (eV) = -5.077
- Kohn-Sham gap (eV) = 8.21
- total charge = -1
- lowest unoccupied orbital energy (eV) = 3.13
- E (eV) = -20446.32646

CARTESIAN COORDINATES (ANGSTROEM)
C: 0.867 -0.645 0.219
H: -1.001 -1.490 0.616
H: 1.091 2.447 -0.906
O: -0.238 2.460 1.690
C: -2.844 -0.435 -2.043
C: 0.533 0.701 0.104
H: -2.200 0.526 0.118
O: -2.291 0.867 -2.283
H: -0.307 -0.122 2.619
H: -0.088 -2.706 0.958
H: 1.177 -1.117 2.700
O: -1.999 1.222 0.747
C: 2.811 -0.460 -1.208
B: -0.641 1.443 0.828
C: 2.513 0.914 -1.351
H: -0.992 2.917 2.018
C: -0.052 -1.603 1.064
H: -2.279 1.082 -3.227
H: 3.207 1.579 -1.888
H: 3.734 -0.928 -1.572
H: 2.103 -2.262 -0.087
O: -3.391 -0.933 -3.013
C: 0.013 -1.112 2.539
C: 1.940 -1.181 -0.333
H: -0.319 -1.779 3.391
C: 1.354 1.438 -0.827
O: -2.701 -0.823 -0.875



# 2
Below is an isolated molecule of C7H4 at a distorted geometry, with properties calculated with ωB97M-V/def2-TZVPD.

Output
- highest occupied orbital energy (eV) = -8.805
- Kohn-Sham gap (eV) = 8.97
- lowest unoccupied orbital energy (eV) = 0.17
- SMILES string = C1=C=C[C@@H]2C=C2C=1
- E (eV) = -7315.90106

CARTESIAN COORDINATES (ANGSTROEM)
H: 1.025 0.779 -1.503
C: 0.879 -0.203 0.353
H: 1.022 0.095 2.599
C: 0.537 0.383 1.720
C: -1.287 0.479 -0.887
C: -0.738 0.630 1.471
C: 0.841 -1.167 -0.542
C: 0.350 0.126 -0.978
C: -1.426 0.653 0.390
H: -2.133 0.412 -1.617
H: 0.931 -2.189 -1.007



# 3
Below is a structure of composition C21H17Cl5N9RhS2, with properties calculated with ωB97M-V/def2-TZVPD.

Output
- multiplicity = 5
- highest occupied orbital energy (alpha / beta) (eV) = -13.060 / -13.432
- Kohn-Sham gap (alpha / beta) (eV) = 7.33 / 5.17
- total charge = +2
- lowest unoccupied orbital energy (alpha / beta) (eV) = -5.73 / -8.26
- E (eV) = -122737.30692
- ⟨S²⟩ = 6.024

CARTESIAN COORDINATES (ANGSTROEM)
N: -3.121 -2.093 2.765
C: -0.935 -1.902 -2.498
C: -1.112 -1.766 -3.868
H: -0.592 -2.396 -4.572
Cl: 2.666 -0.551 -0.236
C: 1.852 -4.861 0.334
H: 2.634 2.134 -4.152
H: -3.754 -3.712 3.895
S: -2.140 0.096 1.670
C: 0.331 -3.208 -0.731
Cl: -0.561 2.864 2.367
H: -2.127 -0.666 -5.395
H: -5.502 -4.353 2.218
H: 1.749 -5.632 -2.379
Cl: 1.858 3.907 3.989
C: -3.192 -1.288 1.685
C: -2.629 0.023 -3.420
H: -3.320 0.793 -3.739
C: -2.344 -0.154 -2.087
N: -0.117 -2.977 -2.005
N: 0.929 1.293 -2.542
C: -0.133 2.741 -1.359
C: 3.354 2.122 2.639
C: 3.548 1.110 1.696
Cl: 5.110 0.479 1.393
C: 0.995 2.151 2.127
C: -4.858 -3.501 2.052
N: 1.123 -4.282 -0.806
H: 2.128 3.759 -4.058
Cl: 4.679 2.713 3.525
C: -1.973 -0.789 -4.330
C: 0.413 -3.960 -2.853
H: -5.719 -2.953 0.163
C: -3.913 -3.165 2.977
C: -4.970 -2.711 0.908
H: 0.178 -4.033 -3.898
C: -4.144 -1.618 0.724
H: 2.190 -5.852 0.053
N: -1.502 -1.093 -1.619
H: 2.708 -4.240 0.585
H: -0.762 3.171 -0.594
Rh: -0.269 -0.139 0.190
N: 0.507 3.456 -2.272
C: 1.136 1.073 1.248
H: -2.784 0.490 -1.335
S: -0.021 -2.460 0.767
C: 1.176 -4.759 -2.106
N: 1.128 2.507 -2.942
C: 2.073 2.654 2.847
C: 2.445 0.637 1.015
H: -4.234 -0.990 -0.149
H: 1.198 -4.933 1.196
H: -2.434 -1.843 3.467
N: 0.109 1.429 -1.508
N: 1.870 2.785 -4.060



# 4
Below is an isolated molecule of C2H3NS3 at a distorted geometry, with properties calculated with ωB97M-V/def2-TZVPD.

Output
- highest occupied orbital energy (eV) = -8.809
- Kohn-Sham gap (eV) = 7.32
- lowest unoccupied orbital energy (eV) = -1.49
- SMILES string = NC(=S)C(=S)S
- E (eV) = -36118.12566

CARTESIAN COORDINATES (ANGSTROEM)
S: 0.510 -1.975 -0.304
H: 2.352 0.034 0.139
S: -0.969 2.046 0.290
H: -1.801 -1.608 -0.355
C: -0.928 0.430 0.016
S: -2.397 -0.442 -0.203
H: 1.359 1.423 0.317
C: 0.407 -0.337 -0.042
N: 1.468 0.429 0.143



# 5
Below is a structure of composition C20H16BrN5O3Sn, with properties calculated with ωB97M-V/def2-TZVPD.

Output
- highest occupied orbital energy (eV) = -7.761
- Kohn-Sham gap (eV) = 8.29
- lowest unoccupied orbital energy (eV) = 0.53
- E (eV) = -110465.35156

CARTESIAN COORDINATES (ANGSTROEM)
N: -3.612 0.689 -0.701
C: -4.767 0.227 -1.164
H: 3.931 -2.520 1.384
C: 1.964 -4.634 -0.395
C: -3.477 2.002 -0.532
H: 4.954 -6.221 -0.525
C: 0.199 1.034 -2.971
C: -4.487 2.906 -0.825
C: 0.272 2.285 0.427
H: 5.607 -4.246 0.818
H: -0.935 2.606 3.566
H: -4.857 -0.846 -1.286
Br: -7.437 0.323 -2.131
N: 1.677 -1.556 1.383
H: 1.810 3.540 -0.410
Sn: -1.309 -0.909 0.725
C: -0.337 2.833 2.693
C: 1.328 4.155 1.561
C: 4.220 -5.465 -0.278
C: 0.546 3.885 2.689
H: 2.043 4.965 1.562
C: -5.694 2.429 -1.311
C: -5.827 1.063 -1.479
C: -0.495 1.987 1.575
C: 2.348 -3.536 0.356
H: 0.643 4.501 3.574
H: 0.937 -4.714 -0.715
C: -0.336 -0.009 -2.295
C: 4.586 -4.356 0.476
C: 0.121 1.517 -0.800
O: -1.363 1.007 1.645
N: 1.345 -2.555 0.667
N: -0.381 0.298 -0.954
C: 1.180 3.354 0.453
H: 0.403 1.183 -4.015
O: 0.727 -0.724 1.596
H: -6.511 3.096 -1.549
H: -0.688 -0.955 -2.669
H: -4.334 3.965 -0.668
N: 0.478 1.987 -2.018
O: 0.129 -2.731 0.233
C: 2.911 -5.599 -0.710
C: 3.656 -3.384 0.798
H: -2.530 2.340 -0.130
H: 0.842 2.907 -2.190
H: 2.615 -6.459 -1.296



# 6
Below is an isolated molecule of C5H9NO, with properties calculated with ωB97M-V/def2-TZVPD.

Output
- highest occupied orbital energy (eV) = -9.380
- Kohn-Sham gap (eV) = 10.33
- lowest unoccupied orbital energy (eV) = 0.95
- SMILES string = CC(=O)[C@@H]1CN1C
- E (eV) = -8867.23921

CARTESIAN COORDINATES (ANGSTROEM)
N: 0.755 0.214 -0.468
C: -0.281 -0.721 -0.083
H: -0.771 1.358 1.989
H: 1.346 -0.986 -2.139
H: 1.281 -0.469 1.510
C: 1.295 0.065 -1.807
C: -1.460 1.217 1.147
H: 1.702 -1.651 0.164
C: 1.094 -0.806 0.493
C: -1.453 -0.229 0.720
H: 2.302 0.490 -1.835
H: -0.543 -1.519 -0.779
H: 0.664 0.621 -2.507
H: -1.105 1.856 0.335
O: -2.353 -0.996 0.993
H: -2.475 1.491 1.442



# 7
Below is a structure of composition C17H31F5P2Pd at a distorted geometry, with properties calculated with ωB97M-V/def2-TZVPD.

Output
- multiplicity = 5
- highest occupied orbital energy (alpha / beta) (eV) = -12.186 / -14.839
- Kohn-Sham gap (alpha / beta) (eV) = 6.45 / 4.65
- total charge = +2
- lowest unoccupied orbital energy (alpha / beta) (eV) = -5.73 / -10.19
- E (eV) = -53752.75700
- ⟨S²⟩ = 6.026

CARTESIAN COORDINATES (ANGSTROEM)
H: -1.392 3.878 -0.201
H: 2.525 1.182 -3.161
H: 0.428 -0.335 3.044
C: -1.153 -1.419 0.449
H: -2.882 0.699 -2.183
C: 3.212 -3.502 2.554
C: 1.681 2.901 -0.715
H: -3.860 0.008 -0.831
C: -3.539 2.226 1.206
P: -2.277 1.629 0.024
H: -1.309 -3.812 1.670
H: -4.205 1.652 -1.450
H: 0.110 -4.894 1.345
H: -1.864 -1.172 2.428
H: -1.835 -2.280 0.359
H: -1.306 2.523 -2.997
H: 1.919 3.812 -1.277
H: 2.754 -0.487 0.832
H: 0.433 -0.870 -2.650
H: 1.603 1.295 1.616
H: 1.165 3.177 0.216
H: -0.581 1.062 2.649
Pd: 0.848 -2.591 0.839
F: 3.144 -2.232 3.048
C: 1.583 -1.037 -0.818
C: -3.411 0.922 -1.247
H: -1.757 -0.828 -1.523
H: 2.509 -1.421 -1.246
C: 0.362 -1.294 -1.632
H: 1.029 1.387 -4.138
C: 1.627 1.797 -3.311
F: 2.707 -4.808 0.623
H: 2.613 2.361 -0.483
H: -2.739 3.532 -1.319
F: 2.472 -4.307 3.353
C: 0.903 0.581 1.146
H: -0.321 3.872 -2.395
C: -1.169 -0.772 1.687
H: 0.039 -3.918 2.875
F: 3.701 -2.840 0.362
C: 2.735 -3.522 1.087
F: 4.498 -3.910 2.626
C: -1.781 3.147 -0.935
H: -3.938 1.357 1.751
P: 0.647 1.800 -1.773
H: -4.350 2.713 0.643
C: -0.231 -3.960 1.810
H: 1.931 2.827 -3.549
H: 0.214 -2.384 -1.754
H: 0.330 1.175 0.415
C: -0.792 2.921 -2.105
H: -3.087 2.938 1.914
H: -0.666 0.305 -0.660
C: 1.723 -0.459 0.443
C: -0.132 0.143 2.220
C: -0.872 -0.768 -0.879



# 8
Below is an isolated molecule of C5H8N2, with properties calculated with ωB97M-V/def2-TZVPD.

Output
- highest occupied orbital energy (eV) = -8.990
- Kohn-Sham gap (eV) = 10.03
- lowest unoccupied orbital energy (eV) = 1.04
- SMILES string = Cc1ccn(C)n1
- E (eV) = -8294.51754

CARTESIAN COORDINATES (ANGSTROEM)
C: -0.013 0.971 0.441
C: 1.191 -0.796 -0.082
H: -1.248 2.698 0.247
N: -0.854 0.093 -0.088
H: -0.828 -1.825 -2.185
H: 0.316 2.965 1.058
H: -0.017 -2.962 -1.092
C: -0.522 2.279 0.952
H: -0.988 2.183 1.941
H: 2.181 0.919 0.874
H: -1.639 -2.348 -0.703
C: 1.299 0.458 0.471
N: -0.109 -0.984 -0.384
C: -0.675 -2.087 -1.133
H: 1.906 -1.565 -0.317



Energy above the lowest of the compared OMol25 structures with the same formula, charge and spin (computed, kJ/mol): 11.3; 225.9; 0.0; 0.0; 0.0; 190.4; 168.8; 46.2